# 1
Below is a single C3H4O2S molecule in a non-equilibrium geometry, with properties calculated with ωB97M-V with the def2-TZVPD basis set.

CARTESIAN COORDINATES (ANGSTROEM)
C1 -0.430 1.264 -0.308
C2 -0.181 -0.322 -0.031
C3 0.251 -1.158 1.007
O1 -0.576 -0.972 -1.045
O2 -0.855 1.348 -1.603
S1 1.795 -1.430 1.459
H1 -1.124 1.832 0.363
H2 0.625 1.584 -0.323
H3 -0.998 0.314 -1.782
H4 1.493 -2.461 2.262

Calculated values
Molar mass   104.13 g mol⁻¹
Gap between HOMO and LUMO   0.310 Eh
Energy   -18102.1796 eV
Relative energy (zero: lowest compared OMol25 entry of this formula, charge and spin)   374.9 kJ/mol

Löwdin atomic charge list, values in e, 8 entries: C -0.218; C -0.437; C -0.366; O -0.008; O -0.105; S 0.892; H 0.134; H 0.117

# 2
Below is 2 unconnected molecules or ions with the total composition C34H24Cl2O2 in a non-equilibrium geometry, with properties calculated with ωB97M-V with the def2-TZVPD basis set.

CARTESIAN COORDINATES (ANGSTROEM)
Cl1 -5.045 3.038 -3.884
C1 -3.429 2.493 -3.782
C2 -3.163 1.113 -3.748
C3 -1.851 0.681 -3.697
C4 -0.742 1.583 -3.651
C5 0.553 0.997 -3.636
C6 1.852 1.573 -3.685
C7 2.952 0.656 -3.672
C8 4.272 1.070 -3.710
C9 4.557 2.446 -3.759
Cl2 6.183 2.973 -3.788
C10 3.511 3.383 -3.780
C11 2.186 2.959 -3.763
C12 -1.058 2.976 -3.639
C13 -2.373 3.418 -3.728
H1 -3.987 0.401 -3.764
H2 -1.639 -0.389 -3.686
H3 0.549 -0.095 -3.654
H4 2.720 -0.408 -3.631
H5 5.086 0.348 -3.696
H6 3.748 4.444 -3.812
H7 1.408 3.709 -3.817
H8 -0.271 3.715 -3.562
H9 -2.598 4.482 -3.753
C14 -0.540 2.953 3.636
C15 -0.161 2.752 2.300
C16 -0.351 1.507 1.705
C17 -0.831 0.412 2.455
C18 -0.798 -0.935 1.878
C19 -1.451 -1.121 0.580
C20 -1.626 -2.500 -0.013
C21 -2.172 -3.566 0.705
C22 -2.367 -4.807 0.091
C23 -2.024 -4.971 -1.260
C24 -1.517 -3.889 -1.998
C25 -1.343 -2.652 -1.371
O1 -1.916 -0.165 -0.061
C26 0.035 -1.976 2.448
C27 0.827 -1.754 3.732
C28 1.373 -0.535 4.153
C29 2.002 -0.399 5.393
C30 2.262 -1.537 6.162
C31 1.872 -2.797 5.677
C32 1.174 -2.898 4.472
O2 0.204 -3.082 1.910
C33 -1.277 0.650 3.775
C34 -1.128 1.906 4.365
H10 -0.400 3.934 4.100
H11 0.264 3.560 1.697
H12 -0.117 1.333 0.655
H13 -2.454 -3.418 1.748
H14 -2.776 -5.634 0.679
H15 -2.150 -5.944 -1.739
H16 -1.243 -3.988 -3.052
H17 -0.961 -1.784 -1.913
H18 1.292 0.343 3.514
H19 2.282 0.603 5.733
H20 2.780 -1.446 7.120
H21 2.094 -3.715 6.226
H22 0.896 -3.877 4.081
H23 -1.721 -0.189 4.314
H24 -1.455 2.061 5.399

Calculated values
Molar mass   535.47 g mol⁻¹
Gap between HOMO and LUMO   0.066 Eh
Energy   -64783.5985 eV
Relative energy (zero: lowest compared OMol25 entry of this formula, charge and spin)   46.5 kJ/mol

Löwdin atomic charge list, values in e, 8 entries: Cl 0.770; C -0.627; C -0.050; C 0.030; C -0.161; C 0.134; C -0.169; C 0.018

# 3
Below is a single C9H11NO3 molecule in a non-equilibrium geometry, with properties calculated with ωB97M-V with the def2-TZVPD basis set.

CARTESIAN COORDINATES (ANGSTROEM)
O1 0.873 -0.729 1.794
C1 0.422 -0.445 0.759
N1 1.152 -0.396 -0.431
C2 2.502 -0.873 -0.446
C3 3.434 0.266 -0.479
O2 3.099 0.868 0.780
C4 -1.035 -0.283 0.484
C5 -1.862 -1.429 0.359
C6 -3.149 -1.089 0.119
C7 -3.585 0.219 -0.152
C8 -2.709 1.282 -0.021
C9 -1.376 0.993 0.202
O3 -0.564 2.059 0.456
H1 0.550 -1.003 -1.099
H2 2.480 -1.444 -1.403
H3 2.667 -1.607 0.352
H4 4.417 -0.126 -0.314
H5 3.588 0.842 -1.469
H6 3.342 1.794 0.747
H7 -1.569 -2.472 0.180
H8 -3.966 -1.797 -0.044
H9 -4.707 0.348 -0.334
H10 -3.009 2.250 -0.007
H11 -0.994 2.774 -0.034

Calculated values
Molar mass   181.19 g mol⁻¹
Gap between HOMO and LUMO   0.352 Eh
Energy   -17141.8854 eV
Relative energy (zero: lowest compared OMol25 entry of this formula, charge and spin)   277.4 kJ/mol
SMILES   O=C(NCCO)c1ccccc1O

Löwdin atomic charge list, values in e, 8 entries: O 0.159; C -0.494; N 0.045; C -0.229; C -0.245; O -0.052; C -0.104; C -0.003

# 4
Below is a single C13H12N2O3 molecule in a non-equilibrium geometry, with properties calculated with ωB97M-V with the def2-TZVPD basis set.

CARTESIAN COORDINATES (ANGSTROEM)
O1 0.054 1.959 -2.678
C1 0.326 0.793 -2.682
O2 1.213 0.180 -3.588
C2 -0.673 -0.006 -1.831
O3 -0.662 0.124 -0.403
C3 0.492 0.259 0.299
N1 1.658 0.103 -0.191
C4 2.747 0.149 0.527
N2 2.775 0.423 1.807
C5 1.589 0.615 2.402
C6 1.521 0.807 3.804
C7 0.253 0.869 4.457
C8 -0.941 0.628 3.798
C9 -0.855 0.427 2.400
C10 0.352 0.447 1.659
C11 -0.444 -1.588 -2.110
C12 -1.905 -1.637 -2.780
C13 -2.103 -0.125 -2.354
H1 1.589 0.849 -4.095
H2 3.747 -0.017 0.081
H3 2.405 0.708 4.396
H4 0.281 0.934 5.510
H5 -1.917 0.471 4.197
H6 -1.882 0.208 1.963
H7 0.442 -1.966 -2.748
H8 -0.330 -2.067 -1.134
H9 -1.933 -1.810 -3.833
H10 -2.609 -2.354 -2.208
H11 -2.897 0.029 -1.540
H12 -2.291 0.589 -3.126

Calculated values
Molar mass   244.25 g mol⁻¹
Gap between HOMO and LUMO   0.321 Eh
Energy   -22796.5711 eV
Relative energy (zero: lowest compared OMol25 entry of this formula, charge and spin)   334.8 kJ/mol
SMILES   O=C(O)C1(Oc2ncnc3ccccc23)CCC1

Löwdin atomic charge list, values in e, 8 entries: O 0.135; C -0.392; O 0.109; C -0.343; O 0.048; C -0.292; N 0.184; C -0.188

# 5
Below is a single C5H11N molecule in a non-equilibrium geometry, with properties calculated with ωB97M-V with the def2-TZVPD basis set.

CARTESIAN COORDINATES (ANGSTROEM)
C1 1.026 -2.803 0.884
C2 0.840 -1.513 1.136
C3 0.672 -0.506 0.017
C4 -0.574 0.356 -0.020
N1 -0.206 1.678 -0.595
C5 -1.377 2.386 -1.141
H1 1.030 -3.251 -0.099
H2 1.480 -3.423 1.663
H3 0.694 -1.025 2.087
H4 0.859 -0.883 -0.989
H5 1.550 0.135 0.196
H6 -1.077 0.601 0.910
H7 -1.259 -0.056 -0.771
H8 0.414 1.530 -1.384
H9 -1.841 1.821 -1.961
H10 -2.146 2.463 -0.367
H11 -1.029 3.369 -1.436

Calculated values
Molar mass   85.15 g mol⁻¹
Gap between HOMO and LUMO   0.370 Eh
Energy   -6851.9437 eV
Relative energy (zero: lowest compared OMol25 entry of this formula, charge and spin)   152.9 kJ/mol
SMILES   C=CCCNC

Löwdin atomic charge list, values in e, 8 entries: C -0.011; C -0.183; C -0.223; C -0.243; N -0.156; C -0.144; H 0.054; H 0.052

# 6
Below is a molecular structure, C23H25F2N6O2Ru, with properties calculated with ωB97M-V with the def2-TZVPD basis set.

CARTESIAN COORDINATES (ANGSTROEM)
Ru1 1.282 1.021 0.331
N1 -0.369 -0.084 1.265
C1 -1.070 -0.991 0.346
C2 -1.669 -2.213 1.048
C3 -0.715 -2.990 1.969
C4 0.588 -3.460 1.322
N2 0.354 -4.207 0.092
C5 0.106 -5.479 -0.016
N3 -0.153 -5.998 -1.235
N4 0.108 -6.317 1.041
C6 -0.140 -1.358 -0.842
O1 -0.468 -2.341 -1.549
O2 0.856 -0.625 -1.038
H1 0.140 -0.597 1.982
H2 -1.006 0.526 1.766
H3 -1.883 -0.428 -0.122
H4 -2.070 -2.872 0.277
H5 -2.518 -1.888 1.655
H6 -1.260 -3.853 2.366
H7 -0.441 -2.387 2.839
H8 1.178 -4.056 2.021
H9 1.228 -2.618 1.053
H10 0.105 -3.584 -0.717
H11 -0.269 -5.352 -2.000
H12 -0.638 -6.875 -1.304
H13 0.419 -5.965 1.930
H14 0.239 -7.300 0.880
C7 0.309 3.386 3.802
C8 -0.682 4.229 3.312
C9 -1.014 4.184 1.970
C10 -0.354 3.304 1.107
C11 0.640 2.435 1.592
C12 0.949 2.493 2.955
C13 -0.639 3.237 -0.332
C14 -1.513 4.150 -0.976
C15 -1.681 4.078 -2.320
C16 -0.947 3.132 -3.069
C17 -1.031 3.063 -4.479
C18 -0.255 2.181 -5.172
C19 0.641 1.342 -4.478
C20 0.732 1.374 -3.115
C21 -0.079 2.263 -2.372
N5 0.008 2.296 -1.001
H15 0.579 3.423 4.851
H16 -1.195 4.916 3.973
H17 -1.794 4.839 1.603
H18 1.704 1.830 3.357
H19 -2.028 4.902 -0.399
H20 -2.348 4.760 -2.835
H21 -1.708 3.735 -4.992
H22 -0.312 2.135 -6.252
H23 1.279 0.667 -5.033
H24 1.432 0.743 -2.596
F1 2.953 -1.209 0.868
C22 2.529 -0.054 1.536
F2 1.942 -0.597 2.726
H25 3.442 0.433 1.885
N6 3.694 2.592 -0.990
C23 2.815 2.026 -0.490

Calculated values
Molar mass   556.56 g mol⁻¹
Gap between HOMO and LUMO (alpha / beta)   0.261 / 0.261 Eh
Multiplicity   2
Energy   -45311.1628 eV
Relative energy (zero: lowest compared OMol25 entry of this formula, charge and spin)   5.4 kJ/mol

Löwdin atomic charge list, values in e, 8 entries: Ru 1.144; N 0.015; C -0.249; C -0.139; C -0.159; C -0.137; N 0.114; C -0.434

Which of these has the highest relative energy (zero: lowest compared OMol25 entry of this formula, charge and spin)?
C3H4O2S